[1]
DFT (the ωB97M-V functional and the def2-TZVPD basis) results for a cluster of 4 separate species, H8O4 in total.

LUMO energy ... 0.44 eV
Total energy ... -305.7395 Eh
Kohn-Sham gap ... 11.3234 eV
Structure (SMILES) ... O.O.O.O
Energy relative to the best compared isomer or geometry (same formula, charge and spin) ... 24.9 kcal/mol

Last column: Löwdin charge in e.
CARTESIAN COORDINATES (ANGSTROEM)
O  0.736  2.233  -0.375  -0.034
H  0.792  1.475  0.164  -0.015
H  -0.176  2.533  -0.343  0.040
O  -1.568  -1.466  1.866  -0.097
H  -1.272  -1.450  0.939  -0.005
H  -2.453  -1.030  1.899  0.051
O  1.833  -0.896  -0.594  -0.030
H  1.742  -0.579  0.286  0.023
H  2.574  -0.428  -1.000  0.062
O  -0.931  -0.249  -0.599  -0.026
H  -1.022  0.510  -1.139  0.026
H  -0.259  -0.650  -1.103  0.006

[2]
DFT (the ωB97M-V functional and the def2-TZVPD basis) results for a structure of composition C26H41MnN6O.

LUMO energy (spin up / spin down) ... -2.28 / -2.39 eV
Total energy ... -2569.8537 Eh
Net charge ... +1
Kohn-Sham gap (spin up / spin down) ... 6.4806 / 6.9888 eV
Multiplicity ... 6
Energy relative to the best compared isomer or geometry (same formula, charge and spin) ... 18.2 kcal/mol

Last column: Löwdin charge in e.
CARTESIAN COORDINATES (ANGSTROEM)
Mn  0.270  0.154  0.087  0.828
C  -0.980  3.916  -0.221  -0.190
C  -0.507  3.715  -1.663  -0.187
C  0.550  2.610  -1.788  -0.228
N  0.125  1.216  -1.647  -0.080
C  0.064  0.509  -2.792  -0.254
C  -0.212  1.104  -4.024  -0.029
C  -0.187  0.579  -5.321  -0.072
C  0.356  -0.606  -5.762  -0.103
C  0.927  -1.600  -4.972  -0.063
C  0.875  -1.755  -3.598  -0.019
C  0.295  -0.948  -2.602  -0.242
N  0.076  -1.375  -1.357  -0.071
C  0.315  -2.795  -1.106  -0.242
C  -0.005  -3.202  0.331  -0.166
C  0.887  -2.469  1.345  -0.207
N  0.381  -1.126  1.573  -0.094
C  0.132  -0.660  2.786  -0.218
C  0.098  -1.448  3.954  -0.016
C  0.073  -1.092  5.292  -0.077
C  0.212  0.162  5.865  -0.105
C  0.194  1.372  5.197  -0.076
C  -0.128  1.624  3.869  -0.029
C  -0.310  0.766  2.776  -0.237
N  -0.811  1.173  1.594  -0.064
C  -1.747  2.296  1.619  -0.237
C  -2.004  2.861  0.226  -0.199
H  -1.412  4.912  -0.115  0.112
H  -0.103  3.878  0.434  0.108
H  -0.043  4.637  -2.023  0.115
H  -1.364  3.511  -2.312  0.108
H  1.283  2.801  -0.997  0.098
H  1.078  2.732  -2.740  0.114
H  -0.524  2.140  -3.976  0.097
H  -0.573  1.244  -6.085  0.109
H  0.380  -0.773  -6.832  0.103
H  1.426  -2.403  -5.501  0.112
H  1.339  -2.667  -3.248  0.094
H  1.371  -3.043  -1.274  0.117
H  -0.276  -3.399  -1.805  0.121
H  0.138  -4.280  0.425  0.115
H  -1.050  -2.978  0.566  0.104
H  1.897  -2.383  0.923  0.121
H  0.985  -3.051  2.260  0.097
H  0.086  -2.517  3.790  0.094
H  0.006  -1.926  5.981  0.109
H  0.329  0.198  6.941  0.102
H  0.368  2.253  5.803  0.108
H  -0.223  2.678  3.640  0.096
H  -1.433  3.113  2.274  0.099
H  -2.691  1.920  2.037  0.121
H  -3.009  3.288  0.198  0.113
H  -1.971  2.025  -0.476  0.055
N  -4.846  0.854  -2.035  0.002
C  -4.530  -0.450  -2.632  -0.220
C  -3.724  -1.301  -1.613  -0.129
N  -2.710  -0.425  -0.963  0.159
H  -4.951  1.581  -2.730  0.090
H  -3.214  0.517  -1.010  0.126
H  -5.699  0.822  -1.488  0.093
H  -3.915  -0.282  -3.517  0.119
H  -5.419  -1.000  -2.936  0.118
H  -3.229  -2.131  -2.110  0.126
H  -4.394  -1.696  -0.851  0.128
H  -2.446  -0.666  -0.009  0.138
H  -1.823  -0.386  -1.478  0.087
C  4.589  1.937  0.509  -0.071
C  3.683  0.793  0.107  -0.268
O  2.359  0.962  0.648  -0.139
H  5.609  1.753  0.172  0.086
H  4.604  2.046  1.595  0.087
H  4.245  2.874  0.064  0.081
H  4.063  -0.155  0.489  0.118
H  3.609  0.724  -0.982  0.116
H  2.276  1.867  0.964  0.086

[3]
DFT (the ωB97M-V functional and the def2-TZVPD basis) results for the molecule C3H3FOS.

LUMO energy ... 0.68 eV
Total energy ... -689.3591 Eh
Kohn-Sham gap ... 10.0876 eV
Structure (SMILES) ... O=CS/C=C\F
Energy relative to the best compared isomer or geometry (same formula, charge and spin) ... 14.4 kcal/mol

Last column: Löwdin charge in e.
CARTESIAN COORDINATES (ANGSTROEM)
O  -2.691  0.903  -0.276  -0.006
C  -1.675  0.435  0.144  -0.600
S  -1.030  -1.061  -0.525  0.979
C  0.590  -0.908  0.035  -0.471
C  1.363  0.163  -0.123  -0.204
F  0.890  1.357  -0.585  -0.007
H  -1.069  0.769  1.032  0.104
H  1.139  -1.802  0.311  0.070
H  2.482  0.144  -0.014  0.135

[4]
DFT (the ωB97M-V functional and the def2-TZVPD basis) results for a structure of composition C36H31AsN5O2PdS.

LUMO energy ... 2.49 eV
Total energy ... -4576.6055 Eh
Net charge ... -1
Kohn-Sham gap ... 6.0112 eV
Energy relative to the best compared isomer or geometry (same formula, charge and spin) ... 0.0 kcal/mol

Last column: Löwdin charge in e.
CARTESIAN COORDINATES (ANGSTROEM)
Pd  0.818  -0.040  1.759  0.651
O  -1.223  -0.456  0.920  -0.249
C  -2.331  -0.632  1.555  -0.387
C  -3.009  -1.877  1.496  -0.024
C  -4.224  -2.082  2.116  -0.118
C  -4.839  -1.059  2.837  -0.134
C  -4.199  0.167  2.913  -0.072
C  -2.975  0.404  2.289  -0.099
C  -2.392  1.746  2.342  -0.299
N  -1.125  2.094  2.400  0.115
C  -1.112  3.465  2.425  -0.157
C  -2.380  3.962  2.384  -0.130
N  -3.192  2.856  2.344  0.090
H  -2.525  -2.671  0.936  0.106
H  -4.701  -3.054  2.045  0.091
H  -5.783  -1.221  3.340  0.081
H  -4.649  0.967  3.494  0.100
H  -0.185  4.013  2.473  0.091
H  -2.768  4.966  2.380  0.093
H  -4.181  2.841  2.173  0.138
C  7.521  -0.179  0.063  -0.077
N  6.194  -0.106  0.622  -0.153
C  5.326  0.968  0.512  -0.059
C  4.197  0.633  1.155  -0.044
N  4.369  -0.652  1.657  0.019
C  5.611  -1.119  1.321  -0.753
S  6.395  -2.572  1.658  0.539
C  3.294  -1.302  2.357  -0.310
C  3.137  -2.655  2.380  -0.074
C  1.965  -3.165  3.008  -0.128
C  1.063  -2.312  3.557  -0.113
C  1.311  -0.893  3.528  -0.334
N  2.475  -0.399  2.965  -0.036
H  7.807  0.819  -0.265  0.082
H  7.549  -0.870  -0.781  0.085
H  8.219  -0.543  0.814  0.063
H  5.589  1.863  -0.022  0.109
H  3.265  1.150  1.291  0.092
H  3.872  -3.304  1.936  0.038
H  1.797  -4.235  3.025  0.089
H  0.155  -2.670  4.027  0.091
H  0.869  -0.273  4.305  0.087
O  0.928  0.890  -0.345  -0.520
As  -0.307  0.424  -1.333  1.189
C  -2.032  1.257  -1.150  -0.297
C  -2.069  2.643  -1.052  -0.092
C  -3.290  3.294  -0.964  -0.099
C  -4.471  2.562  -0.977  -0.103
C  -4.430  1.177  -1.062  -0.075
C  -3.210  0.521  -1.150  -0.091
C  0.217  1.078  -3.092  -0.278
C  1.576  1.244  -3.336  -0.086
C  2.010  1.681  -4.580  -0.089
C  1.089  1.957  -5.582  -0.103
C  -0.269  1.801  -5.338  -0.095
C  -0.704  1.365  -4.094  -0.105
C  -0.451  -1.472  -1.629  -0.284
C  0.237  -2.334  -0.783  -0.081
C  0.181  -3.700  -1.015  -0.070
C  -0.566  -4.202  -2.073  -0.096
C  -1.249  -3.338  -2.917  -0.096
C  -1.182  -1.967  -2.702  -0.104
H  -1.145  3.208  -1.025  0.115
H  -3.318  4.373  -0.875  0.100
H  -5.425  3.071  -0.910  0.095
H  -5.347  0.601  -1.043  0.104
H  -3.174  -0.561  -1.181  0.105
H  2.278  1.042  -2.536  0.099
H  3.069  1.811  -4.767  0.098
H  1.429  2.300  -6.551  0.095
H  -0.990  2.026  -6.115  0.097
H  -1.766  1.266  -3.900  0.099
H  0.793  -1.934  0.061  0.077
H  0.718  -4.371  -0.356  0.104
H  -0.613  -5.271  -2.243  0.096
H  -1.827  -3.727  -3.746  0.096
H  -1.698  -1.291  -3.375  0.096

[5]
DFT (the ωB97M-V functional and the def2-TZVPD basis) results for the molecule C2H6INO3.

LUMO energy (spin up / spin down) ... 0.74 / -2.91 eV
Total energy ... -657.6593 Eh
Kohn-Sham gap (spin up / spin down) ... 8.2495 / 6.9307 eV
Multiplicity ... 3
Energy relative to the best compared isomer or geometry (same formula, charge and spin) ... 12.8 kcal/mol

Last column: Löwdin charge in e.
CARTESIAN COORDINATES (ANGSTROEM)
C  -0.658  0.531  1.787  -0.098
C  0.455  0.849  -1.867  -0.085
N  -0.335  -0.533  -0.186  -0.272
O  -1.236  -0.297  0.771  -0.148
O  -0.714  0.238  -1.328  -0.155
O  -0.730  -1.859  -0.718  -0.667
I  0.604  -3.282  -0.128  0.848
H  -0.371  1.620  1.475  0.113
H  0.152  0.149  2.520  0.100
H  -1.457  0.537  2.616  0.102
H  1.262  0.143  -1.925  0.071
H  0.777  1.672  -1.245  0.064
H  0.064  1.344  -2.849  0.128

[6]
DFT (the ωB97M-V functional and the def2-TZVPD basis) results for the molecule C4H6FN.

LUMO energy ... 0.42 eV
Total energy ... -310.4266 Eh
Kohn-Sham gap ... 9.8021 eV
Structure (SMILES) ... C#C[C@@H](N)CF
Energy relative to the best compared isomer or geometry (same formula, charge and spin) ... 119.8 kcal/mol

Last column: Löwdin charge in e.
CARTESIAN COORDINATES (ANGSTROEM)
C  -0.896  0.852  2.075  0.172
C  -0.174  -0.110  1.459  -0.050
C  0.264  -0.524  0.154  -0.497
N  -0.926  -1.072  -0.667  -0.072
C  0.905  0.603  -0.624  -0.095
F  1.053  0.232  -2.135  -0.150
H  -1.234  1.474  2.831  -0.011
H  0.840  -1.571  0.055  0.173
H  -0.461  -1.900  -1.314  0.117
H  -1.635  -0.377  -1.335  0.163
H  1.866  0.784  -0.057  0.122
H  0.398  1.609  -0.442  0.129

[7]
DFT (the ωB97M-V functional and the def2-TZVPD basis) results for the molecule C4H7NO.

LUMO energy ... 1.02 eV
Total energy ... -286.5064 Eh
Kohn-Sham gap ... 10.8714 eV
Structure (SMILES) ... O/N=C\C1CC1
Energy relative to the best compared isomer or geometry (same formula, charge and spin) ... 78.6 kcal/mol

Last column: Löwdin charge in e.
CARTESIAN COORDINATES (ANGSTROEM)
O  2.306  0.758  0.059  -0.046
N  2.120  -0.545  -0.258  -0.015
C  0.986  -1.054  -0.007  -0.133
C  -0.169  -0.270  0.547  -0.276
C  -1.453  -0.350  -0.170  -0.149
C  -0.705  0.918  -0.252  -0.131
H  1.479  1.158  0.352  0.060
H  0.858  -2.085  -0.250  0.106
H  -0.255  -0.178  1.613  0.135
H  -2.368  -0.380  0.440  0.114
H  -1.515  -0.902  -1.118  0.117
H  -0.196  1.136  -1.195  0.117
H  -1.089  1.793  0.240  0.100

[8]
DFT (the ωB97M-V functional and the def2-TZVPD basis) results for the ion C3H6NO6P with charge -2.

LUMO energy ... 6.60 eV
Total energy ... -965.6256 Eh
Net charge ... -2
Kohn-Sham gap ... 7.8416 eV
Structure (SMILES) ... C[C@](N)(O[P@](=O)([O-])O)C(=O)[O-]
Energy relative to the best compared isomer or geometry (same formula, charge and spin) ... 0.0 kcal/mol

Last column: Löwdin charge in e.
CARTESIAN COORDINATES (ANGSTROEM)
C  -0.631  1.270  -0.345  -0.073
C  -0.688  -0.139  0.291  -0.465
N  -0.784  0.073  1.780  0.055
O  0.529  -0.974  -0.048  -0.215
P  2.098  -0.358  -0.024  0.174
O  3.053  -1.520  -0.090  -0.396
O  2.274  0.740  0.927  -0.349
O  2.084  0.329  -1.537  -0.207
C  -1.898  -1.040  -0.317  -0.742
O  -2.349  -1.909  0.368  -0.025
O  -2.218  -0.664  -1.457  -0.093
H  0.348  1.633  -0.250  0.015
H  -0.791  1.197  -1.475  0.079
H  -1.583  1.858  0.039  0.112
H  0.161  0.385  1.840  0.011
H  -0.878  -0.887  2.231  0.086
H  1.273  0.006  -1.934  0.033

[9]
DFT (the ωB97M-V functional and the def2-TZVPD basis) results for the molecule C2H4BrO2P.

LUMO energy (spin up / spin down) ... 0.17 / -0.01 eV
Total energy ... -3144.3904 Eh
Kohn-Sham gap (spin up / spin down) ... 6.7899 / 6.5049 eV
Energy relative to the best compared isomer or geometry (same formula, charge and spin) ... 59.6 kcal/mol

Last column: Löwdin charge in e.
CARTESIAN COORDINATES (ANGSTROEM)
C  -0.384  0.439  0.230  -0.395
C  0.352  0.370  -1.070  0.006
O  -1.250  1.445  0.355  0.141
O  -0.339  -0.416  1.231  -0.503
P  0.401  -1.727  1.970  0.367
Br  1.707  -2.386  0.292  0.086
H  -0.108  -0.313  -1.659  0.063
H  1.412  0.116  -0.763  0.079
H  0.171  1.238  -1.516  0.044
H  -1.961  1.235  0.929  0.112